Computed, not measured: C4H7NO in the gas phase, with ωB97M-V/def2-TZVPD.

## Properties
* M: 85.11 g mol⁻¹
* energy above the lowest of the compared OMol25 structures with the same formula, charge and spin: 40.3 kcal/mol
* strongest force on any atom: 0.939 eV/Å
* gap between HOMO and LUMO: 10.91 eV
* energy: -7797.8973 eV
* HOMO energy: -9.94 eV

```
13
C4H7NO ωB97M-V/def2-TZVPD
C 1.874 -0.283 0.488
C -0.440 -0.320 -0.527
C -1.786 -0.182 0.094
H -1.841 0.437 0.987
O 0.480 1.648 0.415
N -1.486 0.451 -1.174
H -2.482 -1.015 0.051
C 0.618 0.461 0.186
H 2.274 -0.296 -0.541
H -0.155 -1.255 -1.011
H -1.267 1.435 -1.012
H 1.735 -1.319 0.805
H 2.475 0.237 1.239
```